C11H14ClN2S | the ωB97M-V functional and the def2-TZVPD basis

Total energy (a.u.): -1395.07483
Highest occupied orbital energy (alpha / beta) (eV): -11.24 / -11.24
Kohn-Sham gap (alpha / beta) (eV): 6.9 / 6.9
LUMO (alpha / beta) (eV): -4.30 / -4.30

```
! RIJCOSX wB97M-V def2-TZVPD def2/J DEFGRID3
* xyz 1 1
C -1.894 0.038 0.555
C -1.847 2.253 -0.388
C -2.900 0.399 1.390
C -2.889 2.586 0.508
C -1.330 0.964 -0.405
C -3.430 1.649 1.293
C 2.058 -1.030 -2.321
C -0.332 0.533 -1.253
C 1.200 -1.755 2.207
C 1.262 -0.509 1.285
C 1.209 -1.088 -0.053
N 3.171 -0.733 -3.153
N 2.069 -0.702 -1.043
S 0.262 0.708 -2.668
Cl -4.767 2.089 2.179
H -1.472 -0.925 0.645
H -1.425 3.001 -1.004
H -3.296 -0.288 2.212
H -3.373 3.524 0.423
H 1.561 -2.019 -2.557
H 1.648 -2.604 1.915
H 0.108 -1.926 2.359
H 1.604 -1.319 3.175
H 2.229 -0.169 1.456
H 0.340 0.174 1.479
H 0.789 -2.053 -0.374
H 2.999 -0.952 -4.135
H 3.723 0.053 -2.919
H 2.722 0.104 -0.809
*
```

=====

C11H14N2 | the ωB97M-V functional and the def2-TZVPD basis

Total energy (a.u.): -536.99198
Highest occupied orbital energy (eV): -8.52
Kohn-Sham gap (eV): 9.3
SMILES string: Cc1c[nH]cn1.Cc1ccccc1
LUMO (eV): 0.83

```
! RIJCOSX wB97M-V def2-TZVPD def2/J DEFGRID3
* xyz 0 1
C 3.092 -1.574 -2.114
C 2.330 -0.328 -2.281
C 1.286 -0.095 -3.155
N 0.772 1.150 -2.770
C 1.591 1.664 -1.750
N 2.585 0.769 -1.506
H 4.240 -1.485 -2.196
H 2.657 -2.488 -2.606
H 2.832 -1.711 -1.042
H 0.712 -0.509 -3.913
H 0.012 1.635 -3.202
H 1.378 2.612 -1.227
C -1.550 -1.988 2.748
C -1.461 -0.617 2.018
C -0.648 -0.262 1.020
C -0.917 1.019 0.417
C -1.650 2.003 1.083
C -2.459 1.573 2.207
C -2.329 0.290 2.630
H -1.979 -1.846 3.773
H -0.408 -2.419 2.830
H -2.051 -2.745 2.186
H 0.224 -0.802 0.634
H -0.418 1.304 -0.480
H -1.799 2.973 0.573
H -3.175 2.028 2.680
H -2.867 -0.154 3.445
*
```

=====

C11H14N2 | the ωB97M-V functional and the def2-TZVPD basis

Total energy (a.u.): -536.95113
Highest occupied orbital energy (eV): -8.38
Kohn-Sham gap (eV): 9.2
SMILES string: Cc1c[nH]cn1.Cc1ccccc1
LUMO (eV): 0.83

```
! RIJCOSX wB97M-V def2-TZVPD def2/J DEFGRID3
* xyz 0 1
C -1.799 0.418 -2.268
C -0.989 -0.841 -2.601
C 0.195 -0.803 -3.326
N 0.805 -1.972 -2.875
C -0.085 -2.679 -1.880
N -1.229 -1.994 -1.856
H -2.178 0.569 -1.196
H -2.920 0.174 -2.645
H -1.276 1.404 -2.511
H 0.471 -0.130 -4.122
H 1.612 -2.542 -3.178
H 0.347 -3.645 -1.470
C -0.687 1.359 3.822
C 0.159 1.027 2.591
C -0.251 -0.057 1.799
C 0.264 -0.297 0.542
C 1.517 0.175 0.276
C 1.998 1.223 1.088
C 1.241 1.746 2.156
H -0.412 2.431 4.006
H -0.454 0.756 4.695
H -1.832 1.210 3.877
H -1.167 -0.595 2.176
H -0.392 -0.862 -0.186
H 2.171 -0.301 -0.457
H 3.096 1.529 0.907
H 1.798 2.699 2.634
*
```

=====

Q: total energy of number 2 (C11H14N2)?
A: -536.99198 a.u.